Density functional theory data (wB97M-V/def2-TZVPD) for a molecular structure, C28H27N4O3PdTe4 at a distorted geometry.

The geometry in XYZ format:
```
67
Properties=species:S:1:pos:R:3:nbo_charge:R:1
Pd 0.2585 0.4485 0.7248 0.641
Te 2.7299 1.1635 0.2220 -0.020
Te 1.8979 5.0210 2.7302 0.139
Te -1.6232 4.2043 -0.9532 0.142
Te -2.2765 1.6941 -0.0300 -0.212
C 2.5933 8.2093 -5.8943 -0.624
C 3.1211 7.4334 -4.7173 -0.042
C 2.5211 6.2483 -4.3041 -0.197
C 3.0066 5.5240 -3.2264 -0.257
C 4.1005 5.9998 -2.5055 0.215
N 4.6320 5.2799 -1.4127 -0.659
C 3.9435 4.6689 -0.3771 0.803
O 4.5074 3.9817 0.4421 -0.605
N 2.5839 4.9285 -0.3567 -0.675
C 1.7427 4.3218 0.5985 0.071
C 0.5651 5.0909 0.9989 -0.395
C -0.7612 4.3841 1.0505 -0.495
C -0.6465 2.9376 1.5167 0.083
N 0.5125 2.3331 1.3212 -0.565
C 1.4221 2.8767 0.3430 -0.353
C 4.7101 7.1839 -2.9099 -0.262
C 4.2306 7.8807 -4.0076 -0.192
H 1.7373 7.7055 -6.3428 0.215
H 3.3548 8.3265 -6.6677 0.215
H 2.2724 9.2097 -5.5967 0.215
H 1.6637 5.8659 -4.8460 0.213
H 2.5453 4.5895 -2.9389 0.242
H 5.6263 5.2977 -1.2652 0.409
H 2.2952 5.8177 -0.7334 0.403
H 0.5065 6.1103 0.6268 0.236
H -1.4908 4.9185 1.6504 0.241
H -1.1531 2.6934 2.4388 0.211
H 0.9338 2.9332 -0.6444 0.235
H 5.5610 7.5602 -2.3538 0.211
H 4.7238 8.7986 -4.3083 0.205
C 3.5727 -2.8971 -5.1152 -0.633
C 2.4758 -3.6455 -4.4019 -0.017
C 1.7670 -4.6290 -5.0887 -0.255
C 0.7393 -5.3145 -4.4646 -0.206
C 0.4071 -5.0325 -3.1506 -0.262
C 1.1224 -4.0695 -2.4382 0.162
N 0.8117 -3.6966 -1.1307 -0.640
C 0.1202 -4.3976 -0.1634 0.296
C 0.0922 -5.8006 -0.1427 -0.301
C -0.5705 -6.4887 0.8559 -0.187
C -1.2192 -5.8090 1.8778 -0.282
C -1.1603 -4.4266 1.8919 -0.136
C -0.5043 -3.7023 0.9019 -0.239
C -0.4812 -2.2016 1.0805 0.774
O -0.9241 -1.6949 2.1103 -0.688
O 0.0254 -1.5056 0.1088 -0.774
C 2.1691 -3.3672 -3.0693 0.026
C 2.9152 -2.3178 -2.2908 -0.670
H 3.6035 -3.1770 -6.1681 0.207
H 4.5531 -3.1126 -4.6828 0.212
H 3.4286 -1.8168 -5.0556 0.219
H 2.0172 -4.8422 -6.1216 0.197
H 0.1728 -6.0598 -5.0102 0.202
H -0.4344 -5.5290 -2.6894 0.217
H 0.8159 -2.6960 -0.9294 0.450
H 0.6288 -6.3518 -0.9016 0.213
H -0.5675 -7.5727 0.8362 0.200
H -1.7416 -6.3474 2.6579 0.203
H -1.6189 -3.8506 2.6849 0.237
H 3.0767 -2.6415 -1.2613 0.230
H 2.3594 -1.3765 -2.2293 0.241
H 3.8845 -2.0940 -2.7312 0.212
```

highest occupied orbital energy	-4.213	eV
E_tot	-2727.98182	a.u.
gap between HOMO and LUMO	5.9	eV
max |F|	1.41	eV Å⁻¹
total charge	-1
E_LUMO	1.65	eV

Density functional theory data (wB97M-V/def2-TZVPD) for a molecular structure, C28H27N5O9Re.

The geometry in XYZ format:
```
70
Properties=species:S:1:pos:R:3:lowdin_spin:R:1
Re 0.0634 0.0471 -0.0852 0.828
C -2.5787 -1.7092 -0.4878 0.001
N -1.4537 -1.5958 0.4725 0.003
C -0.6372 -2.8464 0.4810 0.000
C -0.2160 -3.3733 -0.8951 0.000
C 0.2778 -2.3676 -1.9381 0.004
N 1.0679 -1.2870 -1.3614 0.006
C 2.3417 -1.2832 -1.5393 0.004
C 3.2303 -0.2293 -1.1380 -0.001
C 4.6192 -0.4391 -1.1511 0.001
C 5.4809 0.5755 -0.8189 -0.001
C 4.9526 1.8336 -0.4911 0.000
C 3.5961 2.0679 -0.5022 -0.001
C 2.7122 1.0358 -0.8221 0.001
O 1.3988 1.3009 -0.8223 0.022
C -2.0987 -1.3981 1.8212 0.003
C -1.2439 -0.6750 2.8416 0.000
C -1.3074 0.8324 2.6283 0.001
N -1.2082 1.1723 1.1917 0.000
C -1.7834 2.2422 0.7900 0.017
C -1.9458 2.6454 -0.5881 0.001
C -2.5087 3.9065 -0.8393 0.004
C -2.8379 4.3007 -2.1130 -0.002
C -2.6451 3.4025 -3.1666 0.005
C -2.1135 2.1499 -2.9409 -0.002
C -1.7255 1.7647 -1.6581 0.011
O -1.1791 0.5418 -1.5107 0.025
H -3.2094 -2.5617 -0.2132 0.000
H -2.2269 -1.8348 -1.5033 0.000
H -3.1692 -0.7980 -0.4535 0.000
H -1.2168 -3.6356 0.9688 0.000
H 0.2414 -2.6516 1.0921 0.000
H -1.0335 -3.9361 -1.3525 0.000
H 0.5807 -4.0919 -0.6948 0.000
H -0.5563 -1.8998 -2.4560 0.000
H 0.8577 -2.8932 -2.6953 0.000
H 2.7816 -2.1317 -2.0644 0.001
H 4.9979 -1.4241 -1.4105 0.000
H 6.5496 0.4074 -0.8011 0.000
H 5.6251 2.6379 -0.2158 0.000
H 3.1722 3.0263 -0.2265 0.000
H -2.4079 -2.3772 2.1875 0.000
H -3.0058 -0.8175 1.6502 0.000
H -0.2208 -1.0372 2.7910 0.000
H -1.6012 -0.8965 3.8474 0.000
H -0.5062 1.3294 3.1693 0.000
H -2.2616 1.2115 3.0017 0.000
H -2.2574 2.8827 1.5351 0.000
H -2.6745 4.5748 -0.0005 0.000
H -3.2494 5.2849 -2.2963 0.000
H -2.9171 3.6896 -4.1750 0.000
H -1.9560 1.4449 -3.7491 0.000
O 2.6571 -1.7601 2.5930 -0.002
C 2.1897 -0.6952 2.2570 0.004
O 1.3472 -0.6993 1.1924 0.024
C 2.5286 0.5676 2.9570 0.002
C 3.2953 0.4395 4.1040 0.000
C 3.6807 1.5429 4.8373 0.000
C 3.3379 2.8277 4.4221 0.000
C 2.6203 2.9711 3.2766 0.002
C 2.1030 1.8667 2.4907 0.003
O 1.3149 2.0458 1.5362 0.031
N 2.3095 4.3437 2.8475 0.000
O 2.4993 4.6418 1.6867 0.000
O 1.8419 5.1052 3.6831 0.000
N 4.4680 1.3677 6.0486 0.000
O 4.7514 0.2314 6.3932 0.000
O 4.8257 2.3671 6.6538 0.000
H 3.5938 -0.5469 4.4257 0.000
H 3.6478 3.6901 4.9966 0.000
```

highest occupied orbital energy (alpha / beta)	-7.615 / -7.605	eV
E_tot	-2112.25748	a.u.
gap between HOMO and LUMO (alpha / beta)	6.1 / 6.5	eV
expectation value of S²	0.755
max |F|	0.79	eV Å⁻¹
spin multiplicity	2
E_LUMO (alpha / beta)	-1.49 / -1.10	eV

Density functional theory data (wB97M-V/def2-TZVPD) for a molecular structure, C28H27N9S2Zn at a distorted geometry.

The geometry in XYZ format:
```
67
Properties=species:S:1:pos:R:3:nbo_charge:R:1
Zn -0.7941 0.6725 0.6830 1.617
N 1.7769 2.7332 -2.3396 -0.523
C 0.8366 2.0415 -1.7198 0.345
N 0.9169 1.7252 -0.4678 -0.659
C 1.9792 2.1348 0.2858 0.418
N 1.9460 2.0403 1.5871 -0.319
N 0.7924 1.4751 1.9472 -0.381
C 0.5083 1.2950 3.2351 0.084
C -0.8313 0.9996 3.6347 0.130
C -1.2498 0.9615 4.9734 -0.206
C -2.5227 0.5625 5.2656 -0.114
C -3.4128 0.2503 4.1668 -0.214
C -2.9736 0.3506 2.8724 0.050
N -1.7024 0.7136 2.6019 -0.596
C 3.0429 2.8979 -0.3587 -0.168
C 4.2221 3.2876 0.3136 -0.119
C 5.2544 3.9060 -0.4139 -0.198
C 5.1046 4.1666 -1.7829 -0.137
C 3.9462 3.7491 -2.4746 -0.253
C 2.9446 3.1303 -1.7122 0.223
H 1.5873 3.0500 -3.2601 0.425
H -0.0716 1.8053 -2.2915 0.208
H 1.2879 1.4333 3.9550 0.219
H -0.5445 1.3394 5.7690 0.256
H -2.9018 0.3877 6.2722 0.255
H -4.4160 -0.0407 4.3564 0.245
H -3.5622 0.0350 2.0450 0.220
H 4.3148 3.1767 1.4009 0.254
H 6.1940 4.1412 0.1073 0.248
H 5.9097 4.6489 -2.3238 0.244
H 3.8379 3.9235 -3.5534 0.238
S 0.4151 -5.4843 -1.1615 0.379
C 0.0981 -3.8541 -0.5545 -0.102
C 0.6611 -2.7920 -1.2812 -0.249
C 0.4552 -1.4914 -0.8281 0.054
N -0.3179 -1.2221 0.2616 -0.671
C -0.7636 -2.2558 1.0208 0.069
C -0.5795 -3.5844 0.6451 -0.254
C 0.8240 -6.2168 0.3492 -0.212
C 2.0037 -5.8260 0.9809 -0.256
C 2.3028 -6.4206 2.2143 0.039
N 1.5635 -7.4086 2.7344 -0.390
C 0.4756 -7.8144 2.0871 0.052
C 0.0976 -7.2935 0.8447 -0.247
H 1.1443 -2.9830 -2.2686 0.255
H 0.8961 -0.6403 -1.3266 0.207
H -1.2317 -1.9534 1.9172 0.211
H -0.9331 -4.4271 1.3126 0.267
H 2.6507 -5.0208 0.6320 0.231
H 3.1313 -6.1970 2.9085 0.221
H -0.0891 -8.6158 2.5800 0.216
H -0.8474 -7.5655 0.3602 0.240
C -2.9302 0.4736 -3.7859 -0.419
N -2.8351 1.8036 -3.1873 -0.385
C -2.9226 3.0018 -3.9653 -0.243
C -2.8244 4.1441 -3.0293 -0.230
N -2.8387 3.4632 -1.7105 -0.568
C -2.7740 2.1153 -1.8549 0.354
S -2.9340 0.9504 -0.5960 -0.388
H -2.8392 -0.2331 -2.9327 0.249
H -2.1033 0.3665 -4.4861 0.210
H -3.9060 0.3780 -4.3880 0.235
H -3.8774 3.0143 -4.5158 0.227
H -2.1561 3.0239 -4.7483 0.216
H -3.6544 4.8653 -3.0081 0.239
H -1.8992 4.7581 -3.1614 0.210
H -2.8822 3.9488 -0.8327 0.440
```

highest occupied orbital energy	-13.345	eV
E_tot	-4151.26047	a.u.
gap between HOMO and LUMO	7.0	eV
max |F|	4.48	eV Å⁻¹
total charge	+2
E_LUMO	-6.33	eV

Q: Among the records above, which one has the highest E_tot?
A: C28H27N5O9Re